[1]
A molecular structure, C28H35B2FeN5O16 in a non-equilibrium geometry, computed with the ωB97M-V functional and the def2-TZVPD basis.

The geometry in ORCA input format:
```
! RIJCOSX wB97M-V def2-TZVPD def2/J DEFGRID3
* xyz 1 6
Fe -0.005 0.173 0.408
O 2.730 3.369 1.812
C 2.594 2.695 2.786
O 3.109 2.821 3.973
B 2.763 1.655 4.842
O 1.848 0.837 3.957
C 1.726 1.414 2.831
O 1.022 1.029 1.906
O 2.092 2.101 6.047
C 2.682 1.521 7.109
O 2.314 1.562 8.229
C 3.919 0.759 6.580
O 3.910 0.873 5.239
O 4.707 0.163 7.221
O -0.238 1.386 -3.485
C -0.211 0.235 -3.818
O -0.416 -0.270 -4.999
B -0.350 -1.755 -4.936
O -0.070 -2.037 -3.493
C 0.016 -0.937 -2.840
O 0.190 -0.843 -1.647
O -1.598 -2.421 -5.296
C -1.378 -3.223 -6.342
O -2.189 -3.901 -6.880
C 0.120 -3.124 -6.689
O 0.675 -2.280 -5.802
O 0.687 -3.682 -7.566
C 2.107 4.120 -3.173
C 2.847 4.309 -1.850
C 3.327 2.998 -1.228
C 2.198 2.128 -0.903
N 1.321 1.446 -0.644
H 1.237 3.471 -3.048
H 2.753 3.698 -3.942
H 1.721 5.076 -3.526
H 2.202 4.848 -1.150
H 3.691 4.982 -2.011
H 3.888 3.150 -0.306
H 3.930 2.439 -1.952
C -3.540 -1.254 4.004
C -4.297 0.040 3.878
C -3.392 1.270 3.599
C -2.336 0.970 2.652
N -1.490 0.743 1.917
H -3.038 -1.534 3.073
H -4.182 -2.083 4.292
H -2.740 -1.166 4.746
H -4.858 0.290 4.776
H -5.025 -0.007 3.065
H -2.965 1.643 4.529
H -3.992 2.077 3.175
C -1.840 4.122 -3.256
C -3.137 3.614 -2.666
C -3.162 2.091 -2.500
C -2.218 1.539 -1.544
N -1.479 1.107 -0.793
H -1.832 5.207 -3.369
H -1.632 3.682 -4.230
H -0.996 3.884 -2.605
H -3.986 3.823 -3.319
H -3.383 4.061 -1.702
H -2.999 1.549 -3.438
H -4.157 1.775 -2.163
C 4.028 -2.636 3.184
C 3.729 -3.598 2.035
C 3.580 -2.889 0.673
C 2.493 -1.933 0.618
N 1.599 -1.226 0.544
H 4.998 -2.163 3.039
H 3.996 -3.169 4.131
H 3.286 -1.839 3.233
H 2.809 -4.155 2.229
H 4.518 -4.339 1.919
H 3.478 -3.615 -0.136
H 4.499 -2.335 0.440
C -2.458 -4.165 -2.109
C -3.446 -3.933 -0.982
C -2.763 -3.691 0.363
C -1.940 -2.479 0.385
N -1.321 -1.520 0.408
H -2.928 -4.196 -3.089
H -1.891 -5.090 -1.971
H -1.706 -3.373 -2.164
H -4.142 -4.763 -0.875
H -4.069 -3.062 -1.211
H -2.064 -4.494 0.622
H -3.480 -3.564 1.178
*
```

HOMO (alpha / beta)	-11.600 / -11.600	eV
molecular weight	775.08	g mol⁻¹
<S²>	8.76
calculated total energy	-105558.5752	eV
energy above the lowest of the compared OMol25 structures with the same formula, charge and spin	0.00	kcal per mole
HOMO-LUMO gap (alpha / beta)	8.78 / 5.00	eV



[2]
A molecular structure, C17H56N10O6P4Si2 in a non-equilibrium geometry, computed with the ωB97M-V functional and the def2-TZVPD basis.

The geometry in ORCA input format:
```
! RIJCOSX wB97M-V def2-TZVPD def2/J DEFGRID3
* xyz 0 1
N 3.189 -2.125 1.730
C 3.888 -1.344 1.008
N 4.767 -1.852 -0.002
N 3.812 0.066 1.248
C 3.732 0.954 0.082
C 2.308 1.185 -0.448
C 1.273 1.285 0.668
C 0.682 -0.098 1.072
Si -1.044 -0.394 0.464
O -1.868 -1.357 1.547
Si -1.165 -2.676 2.264
P -0.266 -2.130 4.283
O -0.510 -3.217 5.280
P -0.984 -1.353 -1.579
N -0.159 -0.428 -2.524
O -0.335 -2.813 -1.394
O -2.492 -1.677 -2.100
H 3.363 -3.085 1.433
H 4.848 -1.250 -0.809
H 5.680 -2.078 0.367
H 4.585 0.345 1.838
H 4.402 0.658 -0.737
H 4.097 1.924 0.422
H 2.340 2.156 -0.952
H 2.014 0.469 -1.218
H 1.708 1.769 1.543
H 0.452 1.924 0.330
H 1.326 -0.865 0.645
H 0.704 -0.165 2.163
H -1.847 0.829 0.269
H -2.189 -3.697 2.534
H -0.109 -3.238 1.397
H 1.101 -1.832 4.085
H -0.829 -0.887 4.662
H -0.624 -0.114 -3.367
H -0.166 -3.197 -2.266
H -2.831 -0.905 -2.567
O -5.366 -1.257 -5.998
P -4.780 -2.601 -6.133
N -5.784 -3.522 -7.113
C -6.092 -4.930 -6.947
C -6.263 -2.876 -8.330
N -4.691 -3.219 -4.563
C -4.746 -4.628 -4.220
C -5.296 -2.404 -3.513
N -3.248 -3.128 -6.598
C -2.169 -2.364 -5.941
C -2.983 -3.158 -8.047
H -5.204 -5.541 -6.775
H -6.553 -5.307 -7.860
H -6.794 -5.106 -6.131
H -5.496 -2.798 -9.109
H -6.616 -1.868 -8.112
H -7.102 -3.435 -8.743
H -5.769 -5.019 -4.203
H -4.323 -4.770 -3.223
H -4.144 -5.223 -4.904
H -6.390 -2.477 -3.488
H -5.035 -1.357 -3.639
H -4.907 -2.732 -2.548
H -2.146 -1.317 -6.263
H -1.208 -2.820 -6.183
H -2.300 -2.397 -4.861
H -3.124 -2.187 -8.534
H -3.621 -3.894 -8.532
H -1.951 -3.469 -8.203
O 2.336 3.488 3.577
P 2.977 4.052 4.777
N 2.534 3.107 6.092
C 2.232 3.571 7.433
C 2.615 1.662 5.895
N 2.377 5.626 4.920
C 2.224 6.346 6.170
C 1.337 6.007 3.965
N 4.574 4.445 5.138
C 5.228 5.193 4.046
C 5.447 3.322 5.522
H 2.974 4.273 7.818
H 2.229 2.721 8.116
H 1.248 4.041 7.496
H 3.643 1.280 5.906
H 2.170 1.381 4.940
H 2.062 1.146 6.680
H 1.317 6.063 6.712
H 2.161 7.417 5.963
H 3.089 6.202 6.815
H 0.354 5.594 4.223
H 1.590 5.675 2.963
H 1.259 7.096 3.951
H 5.351 4.586 3.143
H 6.213 5.523 4.379
H 4.639 6.073 3.798
H 5.498 2.533 4.764
H 5.113 2.889 6.462
H 6.454 3.707 5.680
*
```

HOMO	-8.676	eV
molecular weight	676.77	g mol⁻¹
calculated total energy	-98638.9380	eV
HOMO-LUMO gap	9.12	eV



Among the records above, which one has the lowest molecular weight? C17H56N10O6P4Si2



Number 1 is which compound? C28H35B2FeN5O16



Repeat the second record exactly.
A molecular structure, C17H56N10O6P4Si2 in a non-equilibrium geometry, computed with the ωB97M-V functional and the def2-TZVPD basis.

The geometry in ORCA input format:
```
! RIJCOSX wB97M-V def2-TZVPD def2/J DEFGRID3
* xyz 0 1
N 3.189 -2.125 1.730
C 3.888 -1.344 1.008
N 4.767 -1.852 -0.002
N 3.812 0.066 1.248
C 3.732 0.954 0.082
C 2.308 1.185 -0.448
C 1.273 1.285 0.668
C 0.682 -0.098 1.072
Si -1.044 -0.394 0.464
O -1.868 -1.357 1.547
Si -1.165 -2.676 2.264
P -0.266 -2.130 4.283
O -0.510 -3.217 5.280
P -0.984 -1.353 -1.579
N -0.159 -0.428 -2.524
O -0.335 -2.813 -1.394
O -2.492 -1.677 -2.100
H 3.363 -3.085 1.433
H 4.848 -1.250 -0.809
H 5.680 -2.078 0.367
H 4.585 0.345 1.838
H 4.402 0.658 -0.737
H 4.097 1.924 0.422
H 2.340 2.156 -0.952
H 2.014 0.469 -1.218
H 1.708 1.769 1.543
H 0.452 1.924 0.330
H 1.326 -0.865 0.645
H 0.704 -0.165 2.163
H -1.847 0.829 0.269
H -2.189 -3.697 2.534
H -0.109 -3.238 1.397
H 1.101 -1.832 4.085
H -0.829 -0.887 4.662
H -0.624 -0.114 -3.367
H -0.166 -3.197 -2.266
H -2.831 -0.905 -2.567
O -5.366 -1.257 -5.998
P -4.780 -2.601 -6.133
N -5.784 -3.522 -7.113
C -6.092 -4.930 -6.947
C -6.263 -2.876 -8.330
N -4.691 -3.219 -4.563
C -4.746 -4.628 -4.220
C -5.296 -2.404 -3.513
N -3.248 -3.128 -6.598
C -2.169 -2.364 -5.941
C -2.983 -3.158 -8.047
H -5.204 -5.541 -6.775
H -6.553 -5.307 -7.860
H -6.794 -5.106 -6.131
H -5.496 -2.798 -9.109
H -6.616 -1.868 -8.112
H -7.102 -3.435 -8.743
H -5.769 -5.019 -4.203
H -4.323 -4.770 -3.223
H -4.144 -5.223 -4.904
H -6.390 -2.477 -3.488
H -5.035 -1.357 -3.639
H -4.907 -2.732 -2.548
H -2.146 -1.317 -6.263
H -1.208 -2.820 -6.183
H -2.300 -2.397 -4.861
H -3.124 -2.187 -8.534
H -3.621 -3.894 -8.532
H -1.951 -3.469 -8.203
O 2.336 3.488 3.577
P 2.977 4.052 4.777
N 2.534 3.107 6.092
C 2.232 3.571 7.433
C 2.615 1.662 5.895
N 2.377 5.626 4.920
C 2.224 6.346 6.170
C 1.337 6.007 3.965
N 4.574 4.445 5.138
C 5.228 5.193 4.046
C 5.447 3.322 5.522
H 2.974 4.273 7.818
H 2.229 2.721 8.116
H 1.248 4.041 7.496
H 3.643 1.280 5.906
H 2.170 1.381 4.940
H 2.062 1.146 6.680
H 1.317 6.063 6.712
H 2.161 7.417 5.963
H 3.089 6.202 6.815
H 0.354 5.594 4.223
H 1.590 5.675 2.963
H 1.259 7.096 3.951
H 5.351 4.586 3.143
H 6.213 5.523 4.379
H 4.639 6.073 3.798
H 5.498 2.533 4.764
H 5.113 2.889 6.462
H 6.454 3.707 5.680
*
```

HOMO	-8.676	eV
molecular weight	676.77	g mol⁻¹
calculated total energy	-98638.9380	eV
HOMO-LUMO gap	9.12	eV